1.
Density functional theory data (wB97M-V/def2-TZVPD) for a structure of composition C29H53N2O2P2Pb at a distorted geometry.

ΔE to the lowest compared entry with this formula, charge and spin ... 100.6 kJ/mol
LUMO level (spin up / spin down) ... -11.845 / -10.342 eV
Gap between HOMO and LUMO (spin up / spin down) ... 4.784 / 6.821 eV

ORCA input file:
```
! wB97M-V def2-TZVPD RIJCOSX def2/J DEFGRID3
* xyz 3 1
C -2.23543 1.18547 -1.09428
C -2.28639 -1.10530 -0.55949
C -3.36335 1.06602 -1.90066
C -3.53475 -1.22633 -1.23647
C -4.06414 -0.14197 -1.90688
H -3.68658 1.93400 -2.46845
H -4.01384 -2.20505 -1.23533
H -5.00126 -0.22362 -2.45084
N -1.76096 0.15826 -0.38159
P -0.57405 2.87273 0.48737
P -0.00933 -2.61346 0.55291
C -1.46599 2.50798 -1.07584
H -0.72605 2.49353 -1.89406
H -2.15807 3.32877 -1.30730
C -1.58306 -2.26728 -0.14912
H -2.20200 -3.17688 -0.23417
C 0.62493 -3.79877 -0.85793
C -0.31117 -3.62286 2.19123
C 0.98555 3.90095 0.10381
C -1.93259 3.73037 1.48179
C 2.15159 -3.66719 -0.81265
H 2.56931 -4.00618 0.14604
H 2.59639 -4.27876 -1.61254
H 2.45245 -2.62289 -0.96512
C 0.20393 -5.26074 -0.70555
H 0.60624 -5.73917 0.19424
H -0.88693 -5.37747 -0.73296
H 0.60368 -5.81564 -1.56946
C 0.08840 -3.30111 -2.20363
H 0.54932 -3.88451 -3.01477
H -0.99953 -3.40812 -2.28423
H 0.33540 -2.24442 -2.35674
C 1.02644 -4.26851 2.58974
H 1.80134 -3.50590 2.75867
H 0.88268 -4.81808 3.53165
H 1.40383 -4.98105 1.84563
C -0.73547 -2.65284 3.30655
H 0.03893 -1.90743 3.53597
H -1.67659 -2.13933 3.07185
H -0.90581 -3.23992 4.22376
C -1.41719 -4.66411 2.03369
H -1.19835 -5.42185 1.27724
H -1.52185 -5.19045 2.99443
H -2.37960 -4.19764 1.79642
C -1.36590 4.06657 2.87396
H -2.13871 4.62385 3.42636
H -1.12560 3.15695 3.44702
H -0.46867 4.69981 2.81650
C -3.11593 2.75575 1.63717
H -3.55644 2.48921 0.66814
H -2.83433 1.83835 2.17525
H -3.89308 3.26283 2.22930
C -2.43431 5.00227 0.78673
H -3.29491 5.37729 1.36075
H -1.68304 5.79848 0.77029
H -2.78098 4.82414 -0.23755
C 1.41672 3.66683 -1.35215
H 0.72818 4.13775 -2.06787
H 2.40832 4.12152 -1.50725
H 1.49994 2.59576 -1.58323
C 2.09855 3.40015 1.05201
H 2.34440 2.33880 0.88020
H 3.01087 3.98826 0.86428
H 1.82467 3.53269 2.11004
C 0.77695 5.40492 0.31826
H 0.02424 5.81658 -0.36613
H 0.51504 5.65325 1.35499
H 1.72991 5.91158 0.09572
Pb -0.04298 0.32866 1.38083
C -1.47458 0.74800 3.83007
O -1.96176 0.57643 4.84809
N 1.17846 -0.09954 -0.65424
C 1.54376 -0.50980 -1.69438
C 2.53988 -0.43734 -2.87890
C 2.14983 -1.42678 -3.96882
C 2.51522 0.96605 -3.48595
C 3.94302 -0.77265 -2.36681
H 2.23921 -2.46023 -3.61418
H 1.12345 -1.24278 -4.30461
H 2.80948 -1.32236 -4.84074
H 2.93298 1.70473 -2.79287
H 3.11491 1.01004 -4.40755
H 1.48705 1.24997 -3.74506
H 4.68843 -0.67718 -3.17021
H 4.23325 -0.09850 -1.55327
H 3.98723 -1.80414 -1.99720
O 2.01476 -0.14791 3.28640
H 2.92835 -0.39554 3.04941
H 2.07412 0.14401 4.21428
*
```

***

2.
Density functional theory data (wB97M-V/def2-TZVPD) for a cluster of 2 separate species, C3H6N2O in total at a distorted geometry.

ΔE to the lowest compared entry with this formula, charge and spin ... 492.7 kJ/mol
LUMO level (spin up / spin down) ... -1.068 / -0.088 eV
Gap between HOMO and LUMO (spin up / spin down) ... 7.081 / 8.732 eV

ORCA input file:
```
! wB97M-V def2-TZVPD RIJCOSX def2/J DEFGRID3
* xyz 0 1
C 1.10249 -0.99771 0.09395
C -0.85410 -0.32145 -1.35229
C 0.41287 -0.01657 -0.58445
N 0.56484 1.14093 1.52378
N -0.38903 1.64646 1.96587
O 0.73022 1.22790 -0.46382
H -0.84872 1.24011 2.80157
H 0.77714 -2.02869 0.07997
H 2.03525 -0.76764 0.58507
H -0.79402 0.13211 -2.34290
H -1.02857 -1.39201 -1.46103
H -1.70836 0.13655 -0.84571
*
```

***

3.
Density functional theory data (wB97M-V/def2-TZVPD) for the molecule C5H10O2.

SMILES ... OC[C@H]1CCOC1
ΔE to the lowest compared entry with this formula, charge and spin ... 162.1 kJ/mol
LUMO level ... 0.866 eV
Gap between HOMO and LUMO ... 10.453 eV

ORCA input file:
```
! wB97M-V def2-TZVPD RIJCOSX def2/J DEFGRID3
* xyz 0 1
O 2.44857 -0.04508 1.10996
C 1.64539 -0.50894 0.03913
C 0.16541 -0.24788 0.30086
C -0.40015 1.15762 0.09338
C -1.87755 0.86282 -0.00891
O -2.01380 -0.39860 -0.67035
C -0.74984 -1.04533 -0.66569
H 3.34721 -0.36722 0.95521
H 1.94217 -0.01958 -0.90304
H 1.78647 -1.59543 -0.08692
H -0.07756 -0.58867 1.31459
H -0.32404 1.89380 0.89652
H 0.01530 1.59729 -0.82156
H -2.40346 1.68220 -0.51305
H -2.28189 0.77756 1.00718
H -0.37480 -1.06563 -1.69895
H -0.84740 -2.08894 -0.34835
*
```

***

4.
Density functional theory data (wB97M-V/def2-TZVPD) for a structure of composition C15H36AsN3O3PPtS.

ΔE to the lowest compared entry with this formula, charge and spin ... 80.6 kJ/mol
LUMO level (spin up / spin down) ... -10.195 / -10.194 eV
Gap between HOMO and LUMO (spin up / spin down) ... 7.293 / 7.293 eV

ORCA input file:
```
! wB97M-V def2-TZVPD RIJCOSX def2/J DEFGRID3
* xyz 3 1
Pt 0.37720 0.73842 -0.18739
C 3.60776 0.47210 -0.83938
O 2.52131 1.41576 -0.85976
C 2.82722 2.56646 -0.05100
C 1.63935 3.46682 -0.06633
O 0.48167 2.78713 0.51750
C -0.68941 3.62994 0.25431
C -1.95738 2.91752 0.57902
O -2.15714 1.91904 -0.39402
C -3.35945 1.19243 -0.17333
H 4.49002 0.92413 -1.29089
H 3.82729 0.16599 0.18500
H 3.31269 -0.39481 -1.42359
H 3.08103 2.24065 0.96330
H 3.68283 3.09676 -0.47582
H 1.82587 4.37695 0.50497
H 1.39538 3.73590 -1.09610
H -0.57089 4.53140 0.85796
H -0.69122 3.90183 -0.80154
H -1.93102 2.48770 1.58456
H -2.76805 3.65560 0.54666
H -4.22467 1.85830 -0.18635
H -3.46337 0.47654 -0.98615
H -3.32504 0.65911 0.78342
C 0.30682 -1.07732 4.78716
As -0.13623 0.37576 3.62516
C -1.78308 1.14542 4.23038
C 1.24918 1.69391 3.70379
S -0.33046 -0.56771 1.66282
H 0.29623 -0.69964 5.80972
H 1.29551 -1.45267 4.53383
H -0.43392 -1.86693 4.67791
H -1.68346 1.36811 5.29327
H -2.58731 0.42855 4.07912
H -1.98993 2.06122 3.69003
H 1.32839 2.03148 4.73782
H 0.99055 2.52808 3.05920
H 2.18993 1.24219 3.39557
C -1.06876 -3.97483 -1.90132
N -1.68025 -2.73717 -2.59919
C -0.91795 -2.51370 -3.92501
N 0.47620 -2.39083 -3.67645
C 0.99898 -3.58411 -3.00803
N 0.33060 -3.79882 -1.72317
C 0.68684 -2.80683 -0.71220
P 0.16043 -1.14563 -1.30922
C -1.60121 -1.52630 -1.71568
C 0.86385 -1.14673 -3.01780
H -1.27483 -4.82027 -2.55629
H -1.59189 -4.10202 -0.95480
H -2.66264 -2.93032 -2.81277
H -1.33294 -1.62110 -4.39069
H -1.12742 -3.38536 -4.54338
H 2.07086 -3.47930 -2.85300
H 0.82864 -4.45075 -3.64598
H 1.76439 -2.81785 -0.54083
H 0.20478 -3.03860 0.23880
H -2.06484 -0.67981 -2.22347
H -2.15164 -1.72331 -0.79299
H 1.95077 -1.07236 -2.98848
H 0.49384 -0.28613 -3.57887
*
```